Computed, not measured: a structure of composition C34H28N5O3Pr in a non-equilibrium geometry, with ωB97M-V with the def2-TZVPD basis set.

```
71
Properties=species:S:1:pos:R:3:forces:R:3:mulliken_charge:R:1
Pr 0.5106 0.6814 -0.1907 0.611 -0.217 0.518 0.540
O -0.5497 2.2182 -1.2588 -0.984 1.381 -0.694 -0.800
C -0.9735 1.6919 -2.3670 -0.437 0.366 -1.182 0.689
C -2.3487 1.4128 -2.5631 0.121 0.058 0.212 -0.399
C -2.8274 0.9537 -3.7651 0.031 -0.036 -0.076 -0.573
C -1.9725 0.7652 -4.8573 -0.088 -0.025 -0.073 -0.738
C -0.6310 1.0126 -4.7003 0.201 -0.091 0.079 -0.533
C -0.0993 1.4247 -3.4694 -0.466 0.081 0.271 0.606
C 1.3277 1.5723 -3.3257 0.287 0.129 0.114 -0.455
N 1.9187 1.5136 -2.1929 0.145 -0.101 -0.487 0.154
C 3.3608 1.6612 -2.1218 0.116 0.007 0.117 -0.897
C 3.7252 2.1149 -0.7115 0.023 0.012 -0.143 -0.937
N 3.0965 1.2418 0.2662 0.294 0.068 0.067 0.254
C 3.7672 0.9140 1.3067 0.062 0.065 -0.232 -0.496
C 3.2440 0.1692 2.4279 -0.292 -0.236 0.126 0.835
C 3.9102 0.2583 3.6618 0.041 0.047 -0.153 -0.740
C 3.3835 -0.2869 4.8074 -0.036 -0.037 0.155 -0.736
C 2.1593 -0.9662 4.7322 0.136 0.051 -0.003 -0.562
C 1.5063 -1.1178 3.5335 -0.125 -0.001 -0.222 -0.296
C 2.0219 -0.5682 2.3306 0.529 -0.184 0.454 0.311
O 1.4092 -0.7384 1.2090 0.653 -0.749 1.177 -0.549
H -3.0082 1.5763 -1.7194 -0.002 0.020 -0.015 0.457
H -3.8851 0.7471 -3.8754 0.001 -0.006 0.024 0.401
H -2.3642 0.4275 -5.8074 0.015 -0.005 0.009 0.415
H 0.0540 0.8549 -5.5277 -0.019 0.001 -0.014 0.382
H 1.9073 1.7047 -4.2486 0.005 0.046 0.012 0.361
H 3.7399 2.3820 -2.8537 -0.007 -0.032 -0.032 0.482
H 3.8423 0.6953 -2.3165 -0.034 -0.014 0.008 0.268
H 3.3195 3.1237 -0.5736 0.039 0.002 0.015 0.238
H 4.8143 2.1612 -0.5932 -0.009 0.017 0.016 0.486
H 4.7991 1.2743 1.4211 0.005 -0.012 -0.030 0.187
H 4.8532 0.7951 3.7021 -0.011 0.015 0.000 0.380
H 3.8966 -0.1880 5.7544 0.016 -0.006 -0.024 0.387
H 1.7289 -1.3902 5.6316 -0.011 -0.007 -0.011 0.434
H 0.5708 -1.6614 3.4606 0.002 0.015 0.027 0.415
C -2.1585 2.9609 3.1379 -0.075 0.016 0.124 -0.957
C -1.6130 2.7155 1.8667 0.034 -0.104 -0.149 -0.131
N -1.4364 1.5072 1.3891 -0.329 0.081 0.244 0.245
C -1.8612 0.4426 2.1141 -0.206 -0.192 0.296 0.428
C -2.3802 0.5821 3.4269 0.121 0.013 -0.250 0.975
C -2.5063 1.8980 3.9253 0.036 0.071 -0.083 -0.873
C -2.7612 -0.5663 4.1501 -0.063 -0.187 0.086 -0.982
C -2.6439 -1.7974 3.5562 -0.065 0.115 0.194 -0.978
C -2.1874 -1.9457 2.2410 0.125 0.108 -0.240 -0.183
C -1.8075 -0.8479 1.4748 -0.150 -0.169 0.110 -0.342
N -1.3364 -0.8695 0.1975 -0.025 0.022 -0.202 0.336
C -1.7062 -1.7853 -0.7308 -0.261 -0.137 -0.034 -0.101
C -2.9123 -2.4859 -0.7456 0.178 0.172 0.096 -0.507
C -3.2556 -3.3433 -1.7937 0.086 -0.104 -0.216 -0.901
C -2.4056 -3.5663 -2.8459 -0.215 -0.133 0.022 -1.050
C -1.1622 -2.9064 -2.8758 0.154 0.201 0.120 1.101
C -0.2136 -3.1306 -3.8955 0.061 0.093 0.103 -0.758
C 0.9924 -2.4899 -3.8504 -0.041 -0.107 -0.136 -1.192
C 1.2388 -1.5899 -2.8059 0.003 0.056 0.136 -0.019
N 0.3725 -1.3224 -1.8534 0.073 -0.246 -0.166 0.647
C -0.8130 -1.9910 -1.8457 -0.264 -0.329 -0.066 0.035
H -2.2726 3.9794 3.4834 -0.003 -0.006 0.002 0.399
H -1.2843 3.5308 1.2327 0.025 0.013 0.019 0.453
H -2.8934 2.0505 4.9260 -0.018 -0.007 -0.003 0.441
H -3.1564 -0.4613 5.1528 0.030 0.000 0.000 0.425
H -2.9245 -2.6848 4.1114 0.000 0.005 -0.005 0.374
H -2.1142 -2.9348 1.8085 -0.035 0.006 0.000 0.596
H -3.6108 -2.3346 0.0661 0.000 0.002 -0.006 0.551
H -4.2157 -3.8447 -1.7680 0.001 0.003 0.017 0.397
H -2.6647 -4.2490 -3.6454 0.005 0.014 0.005 0.385
H -0.4505 -3.8272 -4.6907 0.000 0.012 -0.020 0.426
H 1.7483 -2.6557 -4.6062 0.012 -0.001 0.022 0.441
H 2.1881 -1.0688 -2.7593 -0.010 0.026 0.000 0.341
O 1.1037 2.3046 2.1180 -0.140 0.151 -0.108 -0.530
H 0.8652 1.7718 2.8883 0.024 0.033 0.026 0.227
H 2.0313 2.5243 2.2394 0.118 -0.118 0.053 0.302
```
Forces are in eV/Å.

For the electronic energy, the calculation gives -2329.1299 a.u. Its spin multiplicity is 3. As for the expectation value of S²: 2.00. As for the energy above the lowest of the compared OMol25 structures with the same formula, charge and spin: 60.96 kJ/mol.



Computed, not measured: a structure of composition C12H13AsBClF5IMoNO in a non-equilibrium geometry, with ωB97M-V with the def2-TZVPD basis set.

```
37
Properties=species:S:1:pos:R:3:forces:R:3:nbo_charge:R:1
Mo -0.2851 0.0427 -0.0631 -1.169 -0.756 -2.384 1.600
Cl 3.4612 2.5078 5.1826 0.124 0.044 0.079 0.066
C 2.2005 1.9923 4.1380 -0.676 -0.018 0.170 -0.048
C 0.8892 2.0124 4.5871 1.054 0.172 0.034 -0.227
C -0.1646 1.6036 3.7776 -0.961 -0.690 -1.406 -0.201
I -2.1477 1.5719 4.4516 0.436 0.047 -0.073 0.242
C 0.0920 1.1551 2.4784 1.582 0.690 1.939 0.312
O -0.7339 0.6859 1.5878 -1.641 0.879 2.012 -0.639
C 1.4357 1.1276 2.0210 -0.437 0.238 0.820 0.105
N 1.5473 0.6329 0.7556 2.358 0.587 0.333 -0.517
C 2.7924 0.5845 0.2464 -0.753 -0.212 -0.192 0.098
C 3.9140 0.9763 0.9679 0.217 0.144 0.392 -0.264
C 3.8016 1.4467 2.2627 -0.332 -0.166 -0.357 -0.081
C 2.5173 1.5427 2.8317 -0.215 -0.119 -0.272 -0.047
H 0.6828 2.3487 5.5909 0.023 0.050 0.089 0.259
H 2.8800 0.2057 -0.7670 -0.055 0.050 0.084 0.242
H 4.8835 0.8941 0.5035 0.056 0.003 -0.078 0.252
H 4.6709 1.7300 2.8345 0.094 0.052 0.029 0.254
F -1.2367 1.4661 -2.4219 0.443 -0.026 -0.613 -0.489
B -2.2706 1.7297 -1.6547 0.219 0.288 -0.055 1.447
F -1.9917 -0.2640 -0.7453 -1.022 -0.639 -0.121 -0.533
F -3.4772 1.7370 -2.1020 -0.851 -0.099 -0.209 -0.461
F -1.9672 2.2034 -0.4509 0.112 0.345 0.585 -0.499
F 0.6436 -0.2866 -1.6084 1.396 -0.085 -1.079 -0.525
C -1.1981 -3.4872 0.6490 -0.133 0.140 -0.104 -0.928
As 0.2850 -2.2169 0.7039 0.403 -2.127 0.680 1.162
C 0.9210 -2.3654 2.5494 -0.095 0.188 -0.061 -0.933
C 1.6822 -3.1465 -0.3091 -0.139 0.282 -0.207 -0.924
H -0.8667 -4.4789 0.9760 0.094 0.287 -0.037 0.250
H -1.5771 -3.5562 -0.3761 0.088 0.068 0.199 0.260
H -2.0061 -3.1438 1.3020 0.159 -0.001 -0.121 0.257
H 1.0837 -3.4178 2.7987 -0.068 0.127 -0.189 0.255
H 0.1775 -1.9518 3.2354 0.071 -0.006 -0.116 0.254
H 1.8634 -1.8259 2.6719 -0.117 -0.015 -0.069 0.243
H 1.7960 -4.1807 0.0380 -0.174 0.322 0.058 0.253
H 2.6355 -2.6215 -0.2021 -0.169 -0.048 0.011 0.244
H 1.3956 -3.1441 -1.3667 0.080 0.002 0.230 0.261
```
Forces are in eV/Å.

For the electronic energy, the calculation gives -4181.1436 a.u. Its spin multiplicity is 3. As for the expectation value of S²: 2.03. Its net charge is +1.



Computed, not measured: a structure of composition C8H15AlCl2O5, with ωB97M-V with the def2-TZVPD basis set.

```
31
Properties=species:S:1:pos:R:3:forces:R:3:nbo_charge:R:1
Al -0.0434 -0.3330 -0.3950 -0.155 0.102 0.098 2.025
C -2.5221 -1.1687 1.0765 0.043 0.219 -0.130 -0.241
O -1.7209 -0.1266 0.3839 0.076 -0.110 -0.127 -0.671
C -2.2674 1.2212 0.4916 -0.064 -0.233 0.027 -0.098
C -1.6138 1.9993 -0.6223 0.236 0.088 -0.037 -0.098
O -0.2081 1.5776 -0.6639 -0.010 -0.014 0.046 -0.640
C 0.7253 2.3799 0.1398 -0.137 0.000 -0.159 -0.088
C 1.9130 1.4831 0.3787 0.045 -0.183 0.118 -0.097
O 1.3459 0.1740 0.6995 -0.013 -0.011 -0.012 -0.682
C 2.0987 -0.6630 1.6599 0.031 0.105 -0.225 -0.239
H -3.5001 -1.1785 0.6048 -0.031 -0.064 0.039 0.225
H -2.5797 -0.8875 2.1243 -0.025 -0.049 0.026 0.220
H -1.9993 -2.1059 0.9321 -0.003 -0.023 0.016 0.250
H -2.0414 1.5954 1.4897 0.006 0.052 0.002 0.221
H -3.3463 1.1680 0.3539 -0.012 0.054 0.019 0.251
H -1.6648 3.0756 -0.4739 -0.008 0.008 -0.010 0.253
H -2.0204 1.7520 -1.6004 -0.037 -0.032 -0.006 0.242
H 0.2234 2.6632 1.0643 0.038 -0.030 0.050 0.218
H 0.9959 3.2639 -0.4336 -0.010 0.034 0.019 0.254
H 2.5177 1.8231 1.2168 -0.037 0.052 0.013 0.255
H 2.5423 1.3663 -0.5031 0.011 0.024 -0.023 0.233
H 3.1179 -0.7540 1.2957 0.029 -0.018 0.038 0.227
H 1.6070 -1.6298 1.6747 -0.007 -0.002 0.027 0.239
H 2.0485 -0.1654 2.6233 0.040 -0.035 0.042 0.225
Cl 0.4985 -0.5100 -2.6832 0.005 -0.059 0.127 0.035
C 1.2115 -2.2167 -2.4337 0.339 0.005 -0.070 -0.274
Cl 2.9016 -2.0659 -2.0352 -0.055 0.017 0.050 0.110
C 0.4367 -2.8953 -1.2990 -0.553 0.235 -0.027 0.747
O 0.2256 -4.0570 -1.3431 0.161 -0.154 0.082 -0.438
O 0.0210 -2.0603 -0.3370 0.223 -0.010 -0.003 -0.957
H 1.0972 -2.7247 -3.3858 -0.125 0.032 -0.009 0.293
```
Forces are in eV/Å.

For the electronic energy, the calculation gives -1852.3672 a.u. As for the energy above the lowest of the compared OMol25 structures with the same formula, charge and spin: 0.00 kJ/mol. Its net charge is +2.